This record from the OMol25 dataset describes a 2-piece molecular cluster, C5H15NO overall in a non-equilibrium geometry. The level of theory is ωB97M-V with the def2-TZVPD basis set.

XYZ file:
```
22
Properties=species:S:1:pos:R:3:forces:R:3
C 2.228 0.478 1.197 1.0 0.6 1.5
C 1.551 0.497 -0.170 0.2 2.5 1.7
N 0.434 -0.391 -0.392 -0.6 -0.3 -3.0
C -0.630 -1.260 0.159 1.9 0.1 1.5
C -1.688 -1.567 -0.875 1.7 -0.3 -2.2
C -1.241 -0.587 1.339 -1.3 1.9 2.2
H 3.346 0.659 1.029 -1.5 -0.4 0.6
H 2.043 -0.489 1.698 0.5 0.4 -0.1
H 1.858 1.326 1.961 0.6 -1.9 -1.9
H 1.246 1.553 -0.147 -0.6 0.0 -0.6
H 2.298 0.579 -1.008 -0.7 -1.3 0.6
H 0.349 -0.396 -1.387 -0.2 -0.4 -0.6
H -0.143 -2.177 0.565 -0.5 0.1 -0.5
H -2.512 -2.080 -0.403 -0.3 -0.1 0.1
H -2.011 -0.543 -1.274 0.2 -1.7 0.1
H -1.219 -2.304 -1.698 -1.3 1.9 1.5
H -0.500 0.202 1.729 -0.6 -2.0 0.5
H -1.983 0.232 1.044 0.1 -1.5 0.0
H -1.740 -1.377 2.110 1.3 2.3 -1.6
O -0.249 2.604 -1.965 0.5 0.0 -0.3
H -0.575 1.717 -1.744 -0.4 0.8 0.2
H -0.862 3.325 -1.766 -0.2 -0.8 0.1
```
Positions in Å, forces in eV/Å.

Summary:
Total energy ... -8963.383 eV
SMILES string ... CCNC(C)C.O
LUMO level ... 0.82 eV
Frontier orbital gap ... 8.814 eV



This record from the OMol25 dataset describes C19H32Ca2N10O15 as an isolated structure in a non-equilibrium geometry. The level of theory is ωB97M-V with the def2-TZVPD basis set.

XYZ file:
```
78
Properties=species:S:1:pos:R:3:forces:R:3
Ca 3.250 -1.310 1.632 0.1 -0.3 0.9
Ca 0.083 -3.175 2.103 1.4 -0.3 0.3
C 2.575 -3.736 2.999 -2.1 -0.2 -3.7
O 1.642 -4.640 3.068 0.6 -0.7 0.3
O 3.648 -3.788 2.339 0.5 -0.3 1.2
O 2.048 -2.541 3.142 -0.6 2.5 1.3
C 0.681 -0.913 0.699 0.3 -0.6 3.1
O 1.313 0.161 0.978 -0.5 0.1 -1.2
O 1.353 -1.986 0.487 0.3 -0.8 -1.4
O -0.549 -1.123 1.058 -0.6 0.5 -0.3
C -2.186 1.411 3.874 0.5 0.1 0.6
O -3.045 1.756 4.662 -0.2 -0.1 -0.1
N -1.821 0.089 3.714 0.4 0.0 -0.2
N -1.404 2.325 3.216 -0.5 -0.7 0.1
H -1.317 -0.226 2.897 -0.2 0.1 -0.2
H -2.318 -0.592 4.258 -0.3 0.1 -0.1
H -1.572 3.268 3.513 0.3 0.2 -0.4
H -0.632 2.043 2.639 0.1 0.4 0.0
C 2.928 1.196 4.034 -1.0 -0.3 1.0
O 3.472 0.451 3.219 0.4 0.0 -0.6
N 3.647 1.987 4.869 0.6 -0.3 -0.6
N 1.581 1.208 4.197 -0.1 0.0 -0.1
H 4.638 1.901 4.725 0.0 0.3 0.2
H 3.287 2.669 5.508 -0.2 0.0 -0.1
H 1.040 0.526 3.690 0.2 0.0 -0.1
H 1.136 1.562 5.027 0.1 0.2 0.0
C 4.269 -1.998 -1.454 -0.2 0.3 -0.2
O 4.308 -1.654 -0.265 0.5 0.1 -0.3
N 5.074 -1.419 -2.374 -0.2 -0.4 0.3
N 3.387 -2.919 -1.895 0.0 -0.3 -0.2
H 5.719 -0.725 -2.045 0.0 0.1 -0.1
H 5.033 -1.693 -3.338 0.1 0.2 0.0
H 3.487 -3.333 -2.806 0.0 0.1 0.0
H 2.869 -3.453 -1.217 0.1 0.2 0.2
C -1.934 -3.929 -2.348 -0.2 -0.4 -0.3
O -2.098 -4.969 -2.965 0.0 0.0 -0.1
N -2.961 -3.259 -1.755 0.0 0.4 0.3
N -0.686 -3.391 -2.201 0.2 0.2 0.4
H -2.850 -2.399 -1.238 0.0 0.0 -0.1
H -3.898 -3.508 -2.013 0.1 -0.2 0.0
H 0.068 -3.909 -2.609 0.0 0.0 0.0
H -0.487 -2.553 -1.684 0.0 0.1 -0.1
C 0.778 3.690 0.504 0.6 -0.2 -0.2
O 0.745 4.885 0.289 0.0 0.1 0.0
N 0.107 2.770 -0.262 -0.1 0.4 0.4
N 1.535 3.116 1.505 -0.7 -0.1 -0.1
H 0.104 1.800 -0.003 0.0 -0.1 -0.2
H -0.404 3.132 -1.045 -0.2 -0.2 0.0
H 1.525 2.110 1.570 0.5 0.0 0.0
H 2.298 3.646 1.879 -0.1 0.1 0.1
C 0.181 0.189 -3.044 0.2 0.2 0.0
C -0.527 -0.107 -4.194 -0.1 0.7 -0.1
C 0.147 -0.168 -5.406 0.1 -0.4 -0.1
C 1.525 -0.013 -5.435 0.0 0.0 -0.2
C 2.236 0.282 -4.282 0.0 0.3 0.1
C 1.560 0.410 -3.081 -0.6 -0.5 0.3
O 2.239 0.735 -1.946 0.6 0.0 -0.2
O -0.590 -0.386 -6.536 -0.3 -0.1 0.0
H -0.351 0.357 -2.111 0.0 -0.1 0.0
H -1.609 -0.103 -4.187 0.0 -0.4 0.0
H 2.039 -0.096 -6.387 0.0 0.1 0.0
H 3.293 0.516 -4.311 0.0 -0.2 0.0
H 1.739 0.493 -1.159 -0.1 0.2 0.2
H -0.029 -0.596 -7.287 0.1 0.1 0.1
C -5.110 0.172 0.002 0.5 -0.1 0.1
C -5.831 1.349 0.047 -0.4 0.2 -0.1
C -5.217 2.563 0.324 0.2 0.0 0.0
C -3.852 2.593 0.553 0.8 -0.3 -0.1
C -3.114 1.416 0.502 -0.4 -0.3 -0.5
C -3.741 0.209 0.231 0.3 0.3 0.7
O -3.086 -0.982 0.329 -0.1 -1.0 -0.6
O -6.010 3.681 0.327 0.0 0.0 0.1
H -5.530 -0.813 -0.159 -0.4 0.2 -0.1
H -6.899 1.389 -0.130 0.0 -0.2 0.0
H -3.234 3.463 0.759 -0.6 0.4 0.0
H -2.038 1.447 0.592 0.0 0.0 0.3
H -2.113 -0.961 0.441 -0.2 0.7 0.2
H -5.541 4.396 0.767 0.0 0.1 0.0
```
Positions in Å, forces in eV/Å.

Summary:
Total energy ... -102727.419 eV
LUMO level ... -0.99 eV
Frontier orbital gap ... 6.950 eV